Molecular formula: C4H9NOS
Method: DFT, ωB97M-V/def2-TZVPD

```
16
Properties=species:S:1:pos:R:3:forces:R:3
C 0.032164 0.191948 -0.318638 0.48 1.31 -0.72
C 1.164157 1.159927 -0.756094 -1.99 0.59 -2.12
C -0.573352 -0.570178 -1.471191 -1.96 -2.46 -0.60
C -0.164220 -1.294368 1.821565 -0.52 -2.76 -2.47
N -0.005104 -0.116333 1.086344 0.76 1.77 -1.07
O -0.420646 2.560241 1.107055 -3.02 -5.00 -0.81
S -1.139293 1.084709 0.783451 2.93 5.19 1.14
H 0.771663 2.224760 -0.616755 1.02 -1.31 0.62
H 1.247506 1.130024 -1.890199 0.18 -0.44 1.29
H 2.096161 0.903186 -0.300432 0.49 0.30 0.43
H 0.057299 -1.407103 -1.882261 -0.29 0.77 0.69
H -0.826572 0.021753 -2.357454 0.61 0.59 0.42
H -1.620005 -1.040950 -1.307926 1.68 0.51 0.48
H -0.636019 -2.085530 1.111818 0.59 0.78 1.75
H 0.710444 -1.671027 2.311941 1.28 -0.27 -0.63
H -0.694182 -1.091059 2.678778 -2.23 0.43 1.61
```
Forces are in eV/Å.

The calculation puts the energy above the lowest of the compared OMol25 structures with the same formula, charge and spin at 4.129 eV. For the orbital gap, the calculation gives 9.844 eV. The total energy is -685.867220 hartree. For the HOMO energy, the calculation gives -0.337 Ha.